C23H28N3O2STi | ωB97M-V/def2-TZVPD

```
58
Properties=species:S:1:pos:R:3:nbo_charge:R:1
Ti -0.141 -0.085 0.602 1.773
C 0.117 -0.593 3.847 -0.257
O -0.438 -0.957 2.541 -0.612
C -1.477 -1.969 2.670 -0.091
C -1.635 -2.599 1.317 -0.091
O -1.581 -1.503 0.349 -0.604
C -2.340 -1.779 -0.878 -0.241
H -0.709 -0.413 4.533 0.225
H 0.704 0.311 3.721 0.224
H 0.742 -1.409 4.203 0.232
H -2.390 -1.473 3.004 0.224
H -1.170 -2.711 3.406 0.249
H -2.601 -3.093 1.228 0.254
H -0.842 -3.307 1.074 0.222
H -1.928 -2.667 -1.352 0.225
H -2.235 -0.914 -1.525 0.222
H -3.381 -1.926 -0.599 0.233
C 1.170 -1.276 -3.345 -0.189
C 0.915 -0.079 -4.010 -0.134
C 0.431 1.029 -3.325 -0.183
C 0.188 0.950 -1.958 -0.018
C 0.445 -0.267 -1.281 -0.489
C 0.940 -1.367 -1.981 -0.132
C -0.356 2.084 -1.172 0.258
C -0.578 3.359 -1.681 -0.262
C -1.095 4.335 -0.857 -0.019
C -1.403 4.062 0.487 -0.034
C -1.943 5.037 1.360 -0.143
C -2.237 4.714 2.654 -0.176
C -2.007 3.404 3.120 -0.118
C -1.484 2.437 2.296 -0.208
C -1.168 2.754 0.969 0.156
N -0.637 1.796 0.121 -0.648
H 1.539 -2.131 -3.895 0.259
H 1.088 -0.011 -5.076 0.261
H 0.233 1.938 -3.876 0.244
H 1.141 -2.302 -1.468 0.224
H -0.355 3.582 -2.713 0.259
H -1.274 5.331 -1.247 0.262
H -2.122 6.035 0.982 0.255
H -2.652 5.453 3.324 0.265
H -2.255 3.158 4.145 0.251
H -1.336 1.431 2.678 0.190
S 2.064 -0.144 1.343 -0.111
C 3.156 0.510 0.114 0.411
N 3.953 -0.324 -0.510 -0.525
C 5.015 0.119 -1.438 -0.226
C 5.434 1.531 -1.073 -0.440
C 4.215 2.432 -0.986 -0.225
N 3.212 1.809 -0.094 -0.538
H 3.894 -1.302 -0.266 0.441
H 4.627 0.063 -2.457 0.222
H 5.842 -0.581 -1.346 0.257
H 6.119 1.916 -1.827 0.274
H 5.965 1.528 -0.120 0.240
H 3.760 2.587 -1.965 0.218
H 4.468 3.402 -0.565 0.252
H 2.644 2.399 0.493 0.433
```

Summary:
* net charge: +3
* LUMO energy: -10.882 eV
* HOMO energy: -0.6453 hartree

C23H28N4O | ωB97M-V/def2-TZVPD

```
56
Properties=species:S:1:pos:R:3:nbo_charge:R:1
C -6.352 -0.466 2.104 -0.611
C -7.182 -1.115 1.003 -0.418
C -6.731 -0.732 -0.411 -0.059
O -5.503 -1.335 -0.766 -0.499
C -4.312 -0.706 -0.585 0.331
C -3.188 -1.485 -0.879 -0.272
C -1.920 -0.966 -0.763 -0.144
C -1.731 0.352 -0.348 -0.158
C -0.388 0.918 -0.226 0.434
N 0.632 0.123 -0.588 -0.554
C 1.866 0.583 -0.501 0.470
N 2.877 -0.291 -0.782 -0.424
C 2.521 -1.590 -1.324 -0.242
C 2.338 -2.621 -0.202 -0.227
N 3.519 -2.744 0.631 -0.451
C 4.613 -3.504 0.050 -0.216
C 5.455 -4.160 1.140 -0.608
C 3.888 -1.441 1.139 -0.231
C 4.065 -0.364 0.044 -0.236
C 2.106 1.967 -0.202 -0.125
C 3.310 2.662 -0.390 -0.196
C 3.412 3.983 -0.032 -0.233
C 2.316 4.656 0.520 -0.189
C 1.108 4.026 0.646 -0.198
C 0.964 2.681 0.251 0.171
N -0.266 2.129 0.268 -0.495
C -2.850 1.127 -0.057 -0.081
C -4.125 0.612 -0.172 -0.338
H -6.428 0.618 2.059 0.199
H -6.708 -0.792 3.079 0.212
H -5.304 -0.744 2.013 0.215
H -7.121 -2.201 1.093 0.207
H -8.229 -0.823 1.112 0.202
H -6.698 0.355 -0.528 0.171
H -7.453 -1.130 -1.133 0.192
H -3.348 -2.503 -1.199 0.221
H -1.056 -1.572 -0.986 0.228
H 1.599 -1.481 -1.894 0.241
H 3.332 -1.901 -1.991 0.191
H 2.088 -3.597 -0.620 0.202
H 1.512 -2.294 0.436 0.209
H 4.176 -4.290 -0.571 0.197
H 5.266 -2.894 -0.595 0.161
H 4.814 -4.737 1.801 0.214
H 5.982 -3.418 1.734 0.198
H 6.191 -4.823 0.692 0.208
H 4.810 -1.523 1.715 0.204
H 3.088 -1.114 1.813 0.200
H 4.251 0.590 0.534 0.223
H 4.919 -0.609 -0.597 0.193
H 4.146 2.169 -0.864 0.216
H 4.341 4.513 -0.186 0.214
H 2.423 5.690 0.815 0.215
H 0.234 4.539 1.015 0.224
H -2.700 2.146 0.263 0.228
H -4.963 1.248 0.066 0.214
```

Summary:
* net charge: 0
* relative energy (zero: lowest compared OMol25 entry of this formula, charge and spin): 1.926 eV
* LUMO energy: 0.386 eV
* HOMO energy: -0.2800 hartree
* SMILES: CCCOc1ccc(-c2nc(N3CCN(CC)CC3)c3ccccc3n2)cc1

C23H28N4O5 | ωB97M-V/def2-TZVPD

```
60
Properties=species:S:1:pos:R:3:nbo_charge:R:1
C -1.814 2.153 -6.748 -0.635
C -1.140 1.073 -5.914 -0.075
O -1.483 1.192 -4.530 -0.520
C -0.785 2.072 -3.809 0.813
O 0.104 2.753 -4.245 -0.592
C -1.275 2.129 -2.375 -0.339
C -2.563 2.961 -2.309 -0.390
C -3.062 3.004 -0.868 -0.418
C -3.235 1.581 -0.341 -0.216
N -2.012 0.802 -0.441 -0.450
C -1.117 0.922 0.595 0.434
N -1.316 1.875 1.481 -0.459
C -0.451 2.015 2.504 0.110
C -0.633 3.037 3.453 -0.195
C 0.293 3.209 4.447 -0.193
C 1.418 2.374 4.539 -0.219
C 1.612 1.358 3.642 -0.191
C 0.674 1.157 2.616 0.154
N 0.790 0.103 1.777 -0.382
C -0.071 -0.038 0.814 0.178
C -0.007 -1.354 0.051 -0.467
C 0.971 -1.295 -1.005 0.288
N 1.738 -1.240 -1.852 -0.295
C 0.366 -2.434 1.079 0.843
O -0.459 -3.024 1.721 -0.583
O 1.673 -2.588 1.148 -0.494
C 2.203 -3.456 2.159 0.060
C 2.703 -2.619 3.327 -0.633
C 3.343 -4.255 1.502 -0.072
O 3.958 -5.167 2.372 -0.531
C 3.213 -6.335 2.630 -0.251
C -1.533 0.723 -1.806 -0.206
H -1.451 3.133 -6.447 0.224
H -1.582 1.999 -7.798 0.218
H -2.892 2.117 -6.613 0.208
H -0.053 1.139 -6.014 0.203
H -1.482 0.077 -6.204 0.189
H -0.498 2.624 -1.783 0.229
H -2.370 3.970 -2.677 0.221
H -3.317 2.499 -2.951 0.203
H -4.014 3.532 -0.814 0.215
H -2.341 3.524 -0.238 0.219
H -3.537 1.598 0.706 0.232
H -3.996 1.055 -0.928 0.194
H -1.495 3.678 3.360 0.224
H 0.165 3.999 5.171 0.217
H 2.133 2.539 5.332 0.218
H 2.466 0.702 3.697 0.223
H -0.998 -1.587 -0.354 0.288
H 1.399 -4.128 2.486 0.206
H 3.398 -1.869 2.960 0.214
H 3.214 -3.264 4.037 0.228
H 1.870 -2.121 3.818 0.222
H 2.954 -4.766 0.609 0.171
H 4.126 -3.557 1.195 0.195
H 2.316 -6.131 3.223 0.165
H 2.917 -6.827 1.696 0.168
H 3.870 -6.994 3.193 0.197
H -0.609 0.150 -1.864 0.222
H -2.296 0.223 -2.410 0.215
```

Summary:
* net charge: 0
* relative energy (zero: lowest compared OMol25 entry of this formula, charge and spin): 2.689 eV
* LUMO energy: -0.297 eV
* HOMO energy: -0.3106 hartree
* SMILES: CCOC(=O)[C@H]1CCCN(c2nc3ccccc3nc2[C@@H](C#N)C(=O)O[C@H](C)COC)C1

C23H28N6 | ωB97M-V/def2-TZVPD

```
57
Properties=species:S:1:pos:R:3:nbo_charge:R:1
C 1.380 -4.167 -2.702 -0.214
C 0.413 -3.177 -2.728 -0.194
C 0.433 -2.157 -1.793 -0.236
C 1.431 -2.111 -0.829 -0.044
C 1.458 -1.049 0.256 -0.109
C 0.876 -1.706 1.460 0.345
N 1.577 -2.212 2.450 -0.312
N 0.707 -2.776 3.276 -0.062
N -0.479 -2.644 2.852 -0.081
N -0.431 -1.972 1.699 -0.197
C -1.606 -1.663 0.925 -0.067
C -2.739 -1.153 1.841 -0.421
C -3.909 -2.120 1.640 -0.398
C -3.231 -3.422 1.228 -0.412
C -2.153 -2.941 0.263 -0.400
N 0.738 0.161 -0.115 -0.449
C 1.398 0.853 -1.212 -0.217
C 0.540 2.029 -1.677 -0.223
N 0.352 2.940 -0.573 -0.466
C 0.048 4.277 -0.814 0.265
C -0.295 4.754 -2.080 -0.300
C -0.526 6.101 -2.291 -0.186
C -0.430 7.006 -1.250 -0.248
C -0.090 6.546 0.012 -0.188
C 0.151 5.205 0.229 -0.275
C -0.261 2.267 0.550 -0.213
C 0.612 1.097 0.993 -0.231
C 2.398 -3.108 -0.805 -0.146
C 2.373 -4.130 -1.736 -0.217
H 1.360 -4.964 -3.429 0.216
H -0.365 -3.200 -3.477 0.213
H -0.324 -1.388 -1.819 0.221
H 2.512 -0.829 0.510 0.216
H -1.296 -0.918 0.190 0.253
H -2.403 -1.192 2.877 0.232
H -3.010 -0.124 1.607 0.213
H -4.556 -1.769 0.834 0.194
H -4.510 -2.225 2.541 0.217
H -2.764 -3.887 2.097 0.219
H -3.916 -4.133 0.770 0.212
H -2.597 -2.686 -0.700 0.205
H -1.367 -3.676 0.094 0.226
H 1.545 0.157 -2.040 0.218
H 2.385 1.233 -0.897 0.176
H 1.067 2.541 -2.483 0.217
H -0.420 1.645 -2.060 0.174
H -0.400 4.073 -2.911 0.211
H -0.793 6.443 -3.280 0.212
H -0.615 8.056 -1.417 0.213
H -0.002 7.240 0.835 0.213
H 0.442 4.874 1.214 0.209
H -0.395 2.959 1.379 0.217
H -1.253 1.874 0.264 0.173
H 0.144 0.602 1.846 0.210
H 1.599 1.474 1.311 0.182
H 3.165 -3.083 -0.045 0.216
H 3.129 -4.901 -1.707 0.217
```

Summary:
* net charge: 0
* relative energy (zero: lowest compared OMol25 entry of this formula, charge and spin): 2.609 eV
* LUMO energy: 0.604 eV
* HOMO energy: -0.2957 hartree
* SMILES: c1ccc([C@H](c2nnnn2C2CCCC2)N2CCN(c3ccccc3)CC2)cc1

Number 1: gap between HOMO and LUMO 6.6763 eV. Number 2: gap between HOMO and LUMO 8.0039 eV. Number 3: gap between HOMO and LUMO 8.1540 eV. Number 4: gap between HOMO and LUMO 8.6512 eV.